Record 1
Computed, not measured: C4H7NO2 in the gas phase, with the ωB97M-V functional and the def2-TZVPD basis.

```
! wB97M-V def2-TZVPD RIJCOSX def2/J DEFGRID3
* xyz 0 1
N -0.796 -1.450 1.870
C -0.090 -0.749 0.945
O 0.958 -1.202 0.501
C -0.389 0.655 0.449
C 0.738 0.826 -0.558
C 0.498 0.481 -1.974
O 0.193 1.809 -1.795
H -0.393 -2.349 2.104
H -1.758 -1.282 2.110
H -0.368 1.366 1.294
H -1.304 0.833 -0.114
H 1.709 0.981 -0.040
H -0.345 -0.195 -2.160
H 1.347 0.277 -2.632
*
```

Values from the calculation:
- energy above the lowest of the compared OMol25 structures with the same formula, charge and spin (kJ/mol) = 238.6



Record 2
Computed, not measured: C46H66N5O3RbS as an isolated structure, with the ωB97M-V functional and the def2-TZVPD basis.

```
! wB97M-V def2-TZVPD RIJCOSX def2/J DEFGRID3
* xyz 0 1
Rb 0.255 -0.579 -1.388
C 4.776 1.380 5.302
C 3.355 1.767 4.870
C 3.205 3.297 4.934
C 2.370 1.135 5.864
C 3.059 1.322 3.438
C 1.798 1.018 3.034
C 1.516 0.610 1.695
N 0.306 0.366 1.207
C -0.849 0.805 1.704
C -0.985 1.917 2.589
C -2.191 2.275 3.100
C -3.323 1.473 2.756
C -3.305 0.449 1.857
C -2.044 0.117 1.195
O -1.959 -0.726 0.277
C -4.572 -0.333 1.508
C -5.771 0.116 2.345
C -4.941 -0.129 0.027
C -4.341 -1.830 1.781
C -2.396 3.492 3.995
C -3.351 4.480 3.307
C -2.998 3.050 5.338
C -1.079 4.216 4.282
C 2.622 0.370 0.752
O 2.414 -0.146 -0.363
C 3.944 0.829 1.181
C 4.101 1.277 2.458
C 5.121 0.753 0.207
C 6.402 1.318 0.825
C 5.405 -0.710 -0.184
C 4.808 1.574 -1.056
H 4.905 1.568 6.369
H 5.535 1.961 4.775
H 4.959 0.319 5.116
H 3.404 3.665 5.944
H 2.191 3.585 4.653
H 3.899 3.783 4.245
H 2.676 1.365 6.886
H 2.341 0.051 5.745
H 1.360 1.526 5.730
H 0.979 1.000 3.738
H -0.098 2.509 2.769
H -4.266 1.738 3.217
H -6.020 1.163 2.156
H -5.585 -0.016 3.413
H -6.639 -0.489 2.078
H -5.185 0.920 -0.164
H -5.816 -0.735 -0.226
H -4.110 -0.421 -0.609
H -4.164 -1.998 2.846
H -3.480 -2.191 1.221
H -5.221 -2.408 1.484
H -4.319 4.020 3.102
H -2.927 4.819 2.360
H -3.518 5.352 3.945
H -3.986 2.606 5.211
H -3.101 3.908 6.006
H -2.352 2.313 5.820
H -0.611 4.569 3.361
H -0.378 3.561 4.804
H -1.268 5.083 4.917
H 5.089 1.589 2.768
H 6.712 0.740 1.699
H 6.281 2.364 1.116
H 7.204 1.265 0.087
H 5.658 -1.297 0.702
H 6.252 -0.749 -0.877
H 4.538 -1.152 -0.665
H 4.647 2.624 -0.800
H 3.917 1.191 -1.548
H 5.646 1.514 -1.756
C 1.824 -5.498 -2.644
C 2.696 -5.435 -3.719
C 3.027 -4.198 -4.244
C 2.480 -3.051 -3.671
N 1.606 -3.118 -2.666
C 1.297 -4.306 -2.166
C 2.875 -1.683 -4.105
C 4.119 -1.441 -4.685
C 4.476 -0.137 -4.990
C 3.593 0.886 -4.692
C 2.376 0.549 -4.117
N 2.015 -0.699 -3.845
H 1.557 -6.443 -2.192
H 3.115 -6.339 -4.141
H 3.691 -4.132 -5.095
H 0.588 -4.303 -1.344
H 4.813 -2.249 -4.865
H 5.439 0.076 -5.434
H 3.844 1.920 -4.884
H 1.660 1.320 -3.846
C -3.140 -1.762 -3.434
C -4.471 -2.507 -3.726
N -4.283 -3.944 -3.540
C -3.892 -4.190 -2.149
C -2.579 -3.428 -1.825
N -2.110 -2.714 -3.018
C -1.889 -3.677 -4.097
C -3.220 -4.407 -4.431
H -3.268 -1.032 -2.634
H -2.775 -1.241 -4.324
H -4.815 -2.336 -4.749
H -5.262 -2.181 -3.048
H -3.778 -5.269 -2.019
H -4.712 -3.863 -1.506
H -1.791 -4.120 -1.518
H -2.714 -2.698 -1.025
H -1.121 -4.381 -3.768
H -1.495 -3.139 -4.963
H -3.124 -5.488 -4.310
H -3.535 -4.216 -5.460
C -2.929 2.259 -2.880
S -1.482 1.185 -3.110
C -1.342 1.470 -4.903
O -0.328 1.881 -2.502
H -2.735 3.241 -3.307
H -3.095 2.338 -1.806
H -3.786 1.783 -3.357
H -2.256 1.136 -5.394
H -0.492 0.885 -5.252
H -1.170 2.531 -5.075
*
```

Values from the calculation:
- energy above the lowest of the compared OMol25 structures with the same formula, charge and spin (kJ/mol) = 8.8



Record 3
Computed, not measured: C3H5BrFI2NO2S as an isolated structure, with the ωB97M-V functional and the def2-TZVPD basis.

```
! wB97M-V def2-TZVPD RIJCOSX def2/J DEFGRID3
* xyz 0 1
C 1.132 1.515 0.176
C 1.549 0.011 0.228
I 2.937 -0.580 -1.343
C 0.320 -1.001 0.343
I -0.344 -1.030 2.402
N -0.693 -0.815 -0.719
Br -1.028 -2.371 -1.703
S -2.129 -0.041 -0.281
O -3.132 -0.928 0.362
O -1.933 1.258 0.396
F -2.805 0.341 -1.741
H 0.712 1.845 -0.802
H 2.074 2.113 0.323
H 0.453 1.821 1.011
H 2.109 -0.131 1.189
H 0.779 -2.007 0.159
*
```



Record 4
Computed, not measured: a 2-piece molecular cluster, C9H17O3P overall, with the ωB97M-V functional and the def2-TZVPD basis.

```
! wB97M-V def2-TZVPD RIJCOSX def2/J DEFGRID3
* xyz 0 1
C -2.495 -1.814 0.669
C -2.738 -0.908 -0.331
C -1.618 -1.819 -0.423
C -2.953 1.451 0.328
C 1.548 -3.152 0.721
C 1.870 3.424 0.211
C -3.507 0.297 -0.593
C 2.478 -2.203 -0.033
C 2.109 1.954 -0.196
O 0.383 -0.002 -1.668
O 2.070 -0.846 0.059
O 0.996 1.284 0.479
P 0.563 -0.184 -0.014
H -2.756 -2.113 1.659
H -1.831 1.398 0.602
H -3.566 1.249 1.199
H -3.283 2.369 0.018
H 0.655 -2.664 0.906
H 1.387 -4.054 0.226
H 2.167 -3.355 1.529
H 1.055 3.966 -0.461
H 1.685 3.544 1.348
H 2.748 3.869 -0.106
H -3.225 0.789 -1.664
H -4.635 -0.034 -0.657
H 2.391 -2.617 -1.013
H 3.595 -2.331 0.253
H 3.128 1.508 0.184
H 2.008 1.774 -1.340
H -0.231 -0.779 -1.892
*
```

Values from the calculation:
- energy above the lowest of the compared OMol25 structures with the same formula, charge and spin (kJ/mol) = 236.7



Record 5
Computed, not measured: a 2-piece molecular cluster, C16H34N4O5P overall, with the ωB97M-V functional and the def2-TZVPD basis.

```
! wB97M-V def2-TZVPD RIJCOSX def2/J DEFGRID3
* xyz 1 1
C 4.603 -4.581 0.966
C 3.159 -4.900 0.610
C 2.234 -3.779 1.034
O 2.460 -3.197 2.005
O 1.124 -3.503 0.287
C 1.183 -2.256 -0.419
C -0.109 -1.443 -0.240
C 0.116 -0.182 0.599
C 0.802 -0.503 1.962
C 0.151 0.439 3.028
C -0.711 1.382 2.184
C -0.133 2.809 2.027
C 0.776 2.996 0.817
O 0.276 2.873 -0.251
N 2.094 3.358 1.028
C 2.898 2.290 1.637
C 2.758 3.783 -0.220
N -1.075 0.663 0.927
P -2.657 -0.220 1.384
N -3.379 -0.585 -0.110
O -2.277 -1.662 2.067
H 5.250 -5.445 0.846
H 4.704 -4.244 1.991
H 5.007 -3.787 0.337
H 2.869 -5.776 1.187
H 3.074 -5.138 -0.448
H 1.330 -2.485 -1.471
H 2.070 -1.710 -0.095
H -0.876 -2.113 0.147
H -0.403 -1.160 -1.254
H 0.781 0.415 -0.023
H 0.487 -1.515 2.178
H 1.856 -0.388 1.786
H -0.414 -0.146 3.749
H 0.860 0.953 3.661
H -1.632 1.579 2.728
H -0.927 3.544 1.944
H 0.372 3.048 2.957
H 3.833 2.734 1.966
H 2.444 1.847 2.516
H 3.167 1.512 0.915
H 2.489 3.188 -1.090
H 2.613 4.844 -0.386
H 3.825 3.653 -0.074
H -1.372 1.333 0.206
H -2.690 -1.067 -0.692
H -4.174 -1.192 0.088
H -2.153 -1.521 3.019
C -4.788 2.193 -4.846
C -4.891 1.415 -3.557
O -5.899 1.412 -2.875
N -3.798 0.697 -3.162
C -2.515 0.572 -3.827
H -5.729 2.707 -5.021
H -3.992 2.936 -4.782
H -4.597 1.521 -5.683
H -3.939 0.204 -2.294
H -2.327 -0.479 -4.057
H -1.724 0.929 -3.159
H -2.484 1.146 -4.746
*
```

Values from the calculation:
- energy above the lowest of the compared OMol25 structures with the same formula, charge and spin (kJ/mol) = 130.9



Record 6
Computed, not measured: a 2-piece molecular cluster, CHCl2OPS overall, with the ωB97M-V functional and the def2-TZVPD basis.

```
! wB97M-V def2-TZVPD RIJCOSX def2/J DEFGRID3
* xyz 0 1
C -0.939 0.573 0.086
O 1.721 0.903 -0.445
P 0.757 -0.148 -0.241
S -2.338 0.258 -0.535
Cl 1.153 -1.358 1.288
Cl 0.629 -1.262 -1.843
H -0.983 1.034 1.689
*
```

Values from the calculation:
- energy above the lowest of the compared OMol25 structures with the same formula, charge and spin (kJ/mol) = 230.9



Record 7
Computed, not measured: C42H67GeN4O4P2RbS as an isolated structure, with the ωB97M-V functional and the def2-TZVPD basis.

```
! wB97M-V def2-TZVPD RIJCOSX def2/J DEFGRID3
* xyz -2 1
Rb -0.525 -1.371 0.482
O -3.761 -0.292 3.219
C -2.747 -1.135 2.843
O -2.762 -1.656 1.720
C -1.752 -1.333 3.845
C -1.881 -0.850 5.197
C -0.889 -1.144 6.071
C 0.260 -1.895 5.652
C 0.305 -2.273 4.301
N -0.636 -2.024 3.441
C 1.503 -3.004 3.696
O 2.543 -3.189 4.538
O 1.562 -3.404 2.574
H -4.312 -0.204 2.427
H -2.751 -0.280 5.485
H -0.958 -0.810 7.100
H 1.022 -2.161 6.374
H 2.381 -2.671 5.337
C 1.800 -2.813 -2.815
C 1.568 -1.377 -3.305
C 2.400 -1.062 -4.556
P 1.568 -0.181 -1.870
C 1.185 1.395 -2.802
C -0.017 1.167 -3.734
C 0.823 2.569 -1.899
C 3.307 -0.073 -1.303
C 4.381 -0.800 -1.806
C 5.653 -0.798 -1.238
C 6.771 -1.628 -1.817
C 5.822 -0.026 -0.088
C 4.784 0.703 0.462
C 3.485 0.716 -0.117
N 2.415 1.353 0.394
C 2.531 2.414 1.263
C 3.283 3.579 0.963
C 4.050 3.692 -0.328
C 3.289 4.660 1.847
C 2.559 4.670 3.026
C 2.585 5.850 3.965
C 1.787 3.541 3.298
C 1.747 2.440 2.453
C 0.840 1.287 2.797
H 1.801 -3.513 -3.659
H 1.005 -3.121 -2.132
H 2.748 -2.931 -2.287
H 0.519 -1.331 -3.602
H 3.461 -1.265 -4.424
H 2.311 -0.018 -4.862
H 2.057 -1.682 -5.394
H 2.072 1.666 -3.384
H -0.859 0.719 -3.192
H 0.204 0.534 -4.592
H -0.363 2.132 -4.119
H -0.084 2.347 -1.325
H 0.617 3.432 -2.541
H 1.603 2.813 -1.182
H 4.238 -1.411 -2.686
H 6.578 -1.867 -2.866
H 6.907 -2.579 -1.291
H 7.730 -1.102 -1.776
H 6.792 -0.010 0.404
H 4.938 1.262 1.378
H 3.478 3.277 -1.162
H 4.992 3.138 -0.311
H 4.272 4.742 -0.539
H 3.882 5.535 1.585
H 3.343 6.574 3.657
H 2.815 5.545 4.989
H 1.624 6.373 3.999
H 1.169 3.520 4.194
H -0.138 1.662 3.100
H 1.224 0.657 3.605
H 0.712 0.684 1.909
C -1.594 -5.036 -3.783
C -1.419 -5.483 -2.328
P -1.680 -4.144 -1.088
C -3.512 -4.133 -0.884
C -4.296 -3.392 -1.968
C -1.269 -5.086 0.450
C 0.197 -5.515 0.522
H -1.208 -5.787 -4.477
H -1.061 -4.101 -3.970
H -2.642 -4.864 -4.029
H -0.393 -5.830 -2.188
H -2.081 -6.325 -2.091
H -3.676 -3.638 0.080
H -3.845 -5.174 -0.786
H -3.949 -2.356 -2.055
H -5.361 -3.371 -1.713
H -4.202 -3.878 -2.943
H -1.935 -5.953 0.532
H -1.506 -4.422 1.289
H 0.445 -6.235 -0.261
H 0.423 -5.980 1.484
H 0.872 -4.664 0.431
S -2.139 3.416 2.657
C -1.503 4.209 1.348
N -1.984 4.186 0.091
C -1.299 5.124 -0.779
C 0.010 5.351 -0.003
N -0.388 5.001 1.359
H -2.906 3.811 -0.070
H -1.865 6.054 -0.889
H -1.124 4.700 -1.766
H 0.346 6.384 -0.067
H 0.804 4.699 -0.354
H 0.317 4.739 2.038
C -6.145 0.683 -2.475
Ge -4.946 0.548 -0.914
C -5.273 2.284 -0.017
C -5.913 -0.780 0.195
C -3.195 -0.021 -1.397
H -7.163 0.918 -2.142
H -6.161 -0.269 -3.013
H -5.814 1.463 -3.167
H -6.278 2.317 0.418
H -5.203 3.084 -0.765
H -4.544 2.485 0.775
H -6.649 -0.296 0.847
H -5.227 -1.378 0.801
H -6.447 -1.463 -0.473
H -2.479 0.755 -1.052
*
```

Values from the calculation:
- energy above the lowest of the compared OMol25 structures with the same formula, charge and spin (kJ/mol) = 139.7



Record 8
Computed, not measured: a 6-piece molecular cluster, C18H18F6O18 overall, with the ωB97M-V functional and the def2-TZVPD basis.

```
! wB97M-V def2-TZVPD RIJCOSX def2/J DEFGRID3
* xyz 0 1
C 1.483 -6.901 -3.972
C 1.111 -6.999 -2.514
O 0.060 -7.981 -2.510
C -0.028 -8.541 -3.658
O -0.982 -9.228 -4.084
O 0.968 -8.163 -4.406
F 0.706 -5.784 -2.178
H 2.548 -6.970 -4.196
H 1.110 -6.080 -4.583
H 1.909 -7.311 -1.840
C -1.862 -4.453 2.576
C -3.086 -4.030 3.407
O -2.727 -2.723 3.691
C -1.872 -2.262 2.791
O -1.376 -1.138 2.817
O -1.566 -3.276 1.978
F -2.929 -4.684 4.539
H -2.190 -5.182 1.835
H -1.085 -4.860 3.223
H -4.095 -4.203 3.033
C -0.260 4.741 4.229
C 1.066 4.225 3.770
O 1.877 5.360 4.048
C 1.154 6.407 4.575
O 1.707 7.404 5.064
O -0.043 6.094 4.531
F 1.128 4.151 2.462
H -0.565 4.129 5.078
H -1.039 4.534 3.496
H 1.455 3.292 4.178
C -0.119 0.912 -2.254
C -0.155 -0.459 -2.868
O 1.122 -0.559 -3.404
C 1.673 0.658 -3.534
O 2.782 0.812 -4.050
O 0.905 1.641 -2.897
F -1.049 -0.661 -3.814
H -0.044 0.969 -1.168
H -1.038 1.446 -2.494
H -0.277 -1.239 -2.117
C -7.219 2.191 -0.950
C -5.681 2.363 -1.157
O -5.229 0.990 -1.373
C -6.104 0.176 -0.751
O -5.867 -0.988 -0.443
O -7.266 0.817 -0.551
F -5.131 2.861 -0.041
H -7.760 2.246 -1.895
H -7.617 2.745 -0.100
H -5.534 2.999 -2.031
C 6.017 3.883 -0.687
C 7.290 4.683 -0.388
O 7.758 4.146 0.889
C 6.823 3.436 1.445
O 6.947 2.799 2.515
O 5.711 3.414 0.582
F 7.043 6.016 -0.215
H 6.183 3.088 -1.414
H 5.207 4.507 -1.065
H 8.054 4.541 -1.152
*
```

Values from the calculation:
- energy above the lowest of the compared OMol25 structures with the same formula, charge and spin (kJ/mol) = 378.8



Record 9
Computed, not measured: C22H20Cl4MnN3O2 as an isolated structure, with the ωB97M-V functional and the def2-TZVPD basis.

```
! wB97M-V def2-TZVPD RIJCOSX def2/J DEFGRID3
* xyz 0 5
Mn 0.055 0.438 -0.409
C -0.375 -1.312 -2.950
N 0.576 -1.154 -1.849
C 1.912 -0.806 -2.364
C 0.752 -2.344 -1.030
C 0.938 -3.595 -1.578
C 1.369 -4.647 -0.785
C 1.709 -4.406 0.534
C 1.520 -3.161 1.100
C 0.943 -2.119 0.358
N 0.642 -0.854 0.802
C 0.682 -0.451 2.122
C 0.538 -1.265 3.257
C 0.712 -0.740 4.523
C 0.995 0.603 4.705
C 1.035 1.446 3.605
C 0.861 0.939 2.334
N 0.866 1.803 1.155
C 2.209 2.358 0.945
C -0.109 2.896 1.298
H -0.048 -2.061 -3.683
H -0.484 -0.358 -3.469
H -1.347 -1.609 -2.555
H 2.260 -1.562 -3.081
H 2.614 -0.786 -1.526
H 1.894 0.172 -2.851
H 0.775 -3.758 -2.631
H 1.486 -5.631 -1.207
H 2.132 -5.196 1.135
H 1.843 -2.983 2.111
H 0.223 -2.290 3.141
H 0.631 -1.387 5.385
H 1.139 1.003 5.696
H 1.199 2.505 3.748
H 2.487 3.054 1.748
H 2.242 2.887 -0.009
H 2.932 1.542 0.936
H 0.162 3.597 2.098
H -1.093 2.482 1.517
H -0.159 3.451 0.360
Cl -4.516 3.922 -3.843
C -3.777 2.812 -2.760
C -4.569 1.999 -1.954
Cl -6.283 2.107 -2.055
C -3.984 1.105 -1.061
Cl -4.957 0.098 -0.064
C -2.593 1.011 -0.955
O -1.978 0.220 -0.138
C -1.771 1.849 -1.796
O -0.486 1.704 -1.632
C -2.387 2.735 -2.684
Cl -1.416 3.741 -3.693
*
```



The evaluated maximum force for the records listed, in turn: 2.57, 1.67, 5.26, 4.49, 4.57, 4.97, 0.90, 7.59, 2.79 eV/Å.
The evaluated E for the records listed, in turn: -361.78998, -2714.19538, -3989.91932, -920.01818, -1566.42709, -1773.83361, -5342.46706, -2650.18776, -4156.90436 a.u..